[1]
The following is a quantum chemistry calculation of a structure of composition C20H24HfN2O4S, from OMol25.

The geometry in XYZ format:
```
52
Properties=species:S:1:pos:R:3
Hf 0.196 0.259 -0.515
O 5.048 0.354 -2.924
C 4.400 -0.668 -3.488
C 5.148 -1.528 -4.292
C 4.553 -2.610 -4.899
C 3.188 -2.878 -4.722
C 2.441 -2.054 -3.927
C 3.025 -0.936 -3.291
C 2.209 -0.097 -2.463
O 0.929 -0.470 -2.216
N 2.651 1.009 -1.911
N 1.658 1.620 -1.158
C 1.722 2.914 -1.002
C 0.742 3.720 -0.351
C 0.998 5.096 -0.194
C 0.063 5.923 0.381
C -1.160 5.395 0.797
C -1.447 4.048 0.644
C -0.504 3.211 0.076
O -0.780 1.887 -0.075
H 4.435 0.910 -2.416
H 6.199 -1.312 -4.426
H 5.149 -3.260 -5.525
H 2.733 -3.725 -5.214
H 1.386 -2.241 -3.784
H 2.585 3.406 -1.445
H 1.945 5.494 -0.536
H 0.267 6.978 0.500
H -1.903 6.045 1.238
H -2.403 3.643 0.946
C 0.035 -3.463 4.407
C 1.291 -2.616 4.588
C 1.767 -1.963 3.287
S 0.603 -0.708 2.721
O 0.922 -0.637 1.164
C 1.356 0.829 3.287
C 1.335 0.964 4.808
C -0.069 0.897 5.404
H -0.264 -3.900 5.358
H 0.213 -4.281 3.708
H -0.808 -2.874 4.040
H 2.114 -3.243 4.934
H 1.141 -1.864 5.364
H 1.774 -2.691 2.474
H 2.751 -1.498 3.360
H 0.741 1.606 2.821
H 2.366 0.855 2.874
H 1.790 1.929 5.035
H 1.990 0.213 5.253
H -0.736 1.615 4.923
H -0.040 1.134 6.465
H -0.514 -0.097 5.309
```

The value obtained for the HOMO-LUMO gap is 5.625 eV. Its net charge is +2. The HOMO energy comes out at -13.4 eV.



[2]
The following is a quantum chemistry calculation of a structure of composition C27H24GeN3O3PdS, from OMol25.

The geometry in XYZ format:
```
60
Properties=species:S:1:pos:R:3
Pd -0.999 1.071 -0.257
O -2.343 2.031 -1.651
N -3.605 1.701 -1.482
C -4.511 2.359 -2.244
C -5.848 2.088 -2.177
C -6.284 1.095 -1.294
C -5.360 0.437 -0.527
C -3.985 0.734 -0.600
S -2.833 -0.096 0.369
H -4.062 3.098 -2.890
H -6.533 2.642 -2.803
H -7.335 0.849 -1.214
H -5.652 -0.336 0.169
C -0.137 0.572 3.213
Ge 0.175 -0.125 1.397
C 2.150 -0.377 1.295
C 2.692 -1.532 1.864
C 4.060 -1.771 1.868
C 4.927 -0.852 1.295
C 4.412 0.302 0.727
C 3.042 0.533 0.731
C -0.436 -2.015 1.441
C -0.949 -2.556 2.590
C -1.374 -3.904 2.658
C -1.275 -4.709 1.563
C -0.757 -4.200 0.344
C -0.653 -5.016 -0.809
C -0.169 -4.509 -1.981
C 0.232 -3.158 -2.054
C 0.148 -2.351 -0.956
C -0.343 -2.846 0.280
H 0.388 -0.019 3.967
H -1.205 0.584 3.435
H 0.228 1.599 3.248
H 2.030 -2.271 2.304
H 4.448 -2.681 2.312
H 5.995 -1.038 1.288
H 5.077 1.027 0.271
H 2.665 1.436 0.283
H -1.037 -1.943 3.481
H -1.777 -4.293 3.586
H -1.593 -5.745 1.603
H -0.972 -6.051 -0.744
H -0.098 -5.141 -2.859
H 0.598 -2.747 -2.986
H 0.436 -1.311 -1.050
C 2.532 5.221 -0.229
N 2.117 4.005 -0.895
C 2.742 3.546 -2.022
C 2.358 2.414 -2.625
C 1.264 1.634 -2.044
O 0.931 0.544 -2.499
N 0.629 2.175 -0.951
C 1.019 3.319 -0.342
O 0.500 3.783 0.665
H 3.415 5.610 -0.735
H 2.765 5.022 0.816
H 1.737 5.967 -0.254
H 3.563 4.154 -2.383
H 2.853 2.040 -3.507
```

The value obtained for the HOMO-LUMO gap is 7.439 eV. Its net charge is -1. The HOMO energy comes out at -4.7 eV. For the energy above the lowest of the compared OMol25 structures with the same formula, charge and spin, the calculation gives 0.0 kJ/mol.



[3]
The following is a quantum chemistry calculation of a structure of composition C4H8OS, from OMol25.

The geometry in XYZ format:
```
14
Properties=species:S:1:pos:R:3
C -1.051 1.432 -0.291
C -0.974 -0.025 -0.660
C 0.619 -0.133 0.549
C 1.881 -0.940 0.272
O -2.131 -0.814 -0.502
S 0.635 1.647 0.229
H -1.240 2.236 -0.956
H -1.652 1.495 0.593
H -0.536 -0.101 -1.717
H -0.080 -0.386 1.376
H 2.825 -0.405 0.543
H 2.078 -1.317 -0.739
H 1.921 -1.834 0.885
H -2.296 -0.854 0.418
```

The value obtained for the HOMO-LUMO gap is 8.986 eV. Its net charge is 0. The HOMO energy comes out at -8.1 eV. For the energy above the lowest of the compared OMol25 structures with the same formula, charge and spin, the calculation gives 242.2 kJ/mol.



[4]
The following is a quantum chemistry calculation of a structure of composition C13H32BN4NaO8Se, from OMol25.

The geometry in XYZ format:
```
60
Properties=species:S:1:pos:R:3
Na -0.097 1.600 -0.203
C -1.461 -2.409 1.278
C -1.774 -1.297 2.282
O -0.787 -0.317 2.181
C -1.017 0.785 3.033
C -0.032 1.891 2.628
O 1.048 1.398 1.835
C 1.970 0.624 2.572
C 2.905 -0.108 1.639
O 2.335 -1.217 0.953
C 2.179 -2.423 1.661
C 0.763 -2.694 2.128
O -0.081 -2.586 1.009
H -1.921 -2.185 0.316
H -1.903 -3.343 1.654
H -1.815 -1.691 3.310
H -2.758 -0.875 2.040
H -0.884 0.476 4.082
H -2.028 1.173 2.886
H 0.361 2.393 3.519
H -0.563 2.634 2.032
H 1.440 -0.079 3.219
H 2.568 1.284 3.215
H 3.785 -0.427 2.212
H 3.228 0.584 0.862
H 2.853 -2.464 2.528
H 2.470 -3.225 0.976
H 0.471 -1.990 2.907
H 0.734 -3.710 2.554
N -3.685 -0.517 -1.275
C -3.242 -0.590 -2.674
C -2.265 0.504 -3.092
N -0.904 0.259 -2.603
C -0.131 -0.698 -3.392
C 0.463 -1.824 -2.554
N 1.773 -1.434 -2.009
H -4.222 0.344 -1.170
H -2.874 -0.288 -0.694
H -4.119 -0.550 -3.325
H -2.778 -1.568 -2.853
H -2.610 1.455 -2.683
H -2.273 0.601 -4.190
H -0.434 1.147 -2.500
H 0.689 -0.194 -3.916
H -0.780 -1.126 -4.161
H 0.576 -2.722 -3.169
H -0.265 -2.050 -1.767
H 1.752 -0.457 -1.725
H 1.951 -1.929 -1.142
B 4.416 2.914 -1.814
C 3.027 2.213 -1.441
N 2.019 1.717 -1.164
H 4.431 4.034 -1.331
H 4.508 2.962 -3.031
H 5.317 2.232 -1.343
O -2.413 3.778 1.245
Se -2.505 2.787 -0.065
O -2.173 1.237 0.458
O -1.270 3.134 -1.121
O -3.966 2.826 -0.809
```

The value obtained for the HOMO-LUMO gap is 6.753 eV. Its net charge is -2. The HOMO energy comes out at -2.9 eV. For the energy above the lowest of the compared OMol25 structures with the same formula, charge and spin, the calculation gives 48.5 kJ/mol.



[5]
The following is a quantum chemistry calculation of an isolated molecule of C7H8, from OMol25.

The geometry in XYZ format:
```
15
Properties=species:S:1:pos:R:3
C 0.189 -0.233 -1.631
C 0.098 0.217 -0.186
C 1.007 -0.359 0.816
C -0.508 -0.753 0.870
C -0.616 -2.133 0.540
C -0.322 1.592 0.012
C -0.675 2.734 0.152
H 0.909 0.396 -2.165
H 0.502 -1.278 -1.679
H -0.785 -0.139 -2.121
H -1.051 -0.244 1.670
H 1.691 -1.136 0.491
H 1.328 0.243 1.659
H -1.224 -2.610 1.339
H -0.991 3.747 0.274
```

The value obtained for the HOMO-LUMO gap is 8.436 eV. Its net charge is 0. The HOMO energy comes out at -8.5 eV. For the energy above the lowest of the compared OMol25 structures with the same formula, charge and spin, the calculation gives 598.4 kJ/mol.



[6]
The following is a quantum chemistry calculation of a cluster of 2 separate species, C2H7N2O in total, from OMol25.

The geometry in XYZ format:
```
12
Properties=species:S:1:pos:R:3
C 1.602 0.025 -0.641
C -1.653 -0.992 0.150
N -1.247 0.197 -0.446
N 2.336 0.554 0.246
O -1.677 1.283 0.142
H 2.002 -0.773 -1.259
H -0.960 -1.294 0.946
H -2.637 -0.911 0.626
H -1.607 -1.760 -0.622
H 3.317 0.310 0.436
H 1.979 1.303 0.840
H -1.455 2.059 -0.418
```

The value obtained for the HOMO-LUMO gap (alpha / beta) is 9.410 / 6.044 eV. Its net charge is +1. The HOMO energy (alpha / beta) comes out at -14.5 / -12.8 eV. For the energy above the lowest of the compared OMol25 structures with the same formula, charge and spin, the calculation gives 642.7 kJ/mol.



[7]
The following is a quantum chemistry calculation of a cluster of 3 separate species, C17H18F2NO5P in total, from OMol25.

The geometry in XYZ format:
```
44
Properties=species:S:1:pos:R:3
C -1.410 -0.941 2.237
C -0.507 -0.020 1.928
C 0.981 -0.146 2.147
O 1.224 0.750 3.313
C 0.834 -0.036 4.362
O 0.244 0.260 5.296
O 1.227 -1.360 4.149
C 1.595 -1.395 2.776
P 1.506 -3.040 1.929
N 0.151 -3.332 1.212
O 1.700 -4.138 3.107
O 2.735 -3.221 0.885
H -2.403 -0.921 1.815
H -1.136 -1.772 2.882
H -0.848 0.911 1.494
H 1.601 0.307 1.372
H 2.683 -1.167 2.741
H 0.346 -3.535 0.234
H 0.831 -4.177 3.540
H 2.452 -2.870 0.027
F -2.492 0.489 0.276
C -3.370 1.215 -0.445
C -3.831 0.715 -1.647
C -4.738 1.462 -2.385
C -5.163 2.699 -1.918
C -4.685 3.188 -0.710
C -3.786 2.441 0.036
H -3.482 -0.248 -1.997
H -5.113 1.078 -3.325
H -5.867 3.281 -2.498
H -5.013 4.154 -0.348
H -3.409 2.801 0.985
F 1.528 -0.726 -1.003
C 2.314 -0.087 -1.899
C 3.644 0.124 -1.597
C 4.450 0.775 -2.519
C 3.914 1.213 -3.723
C 2.572 0.996 -4.008
C 1.765 0.336 -3.092
H 4.041 -0.219 -0.649
H 5.496 0.941 -2.299
H 4.544 1.724 -4.440
H 2.153 1.341 -4.944
H 0.719 0.150 -3.299
```

As for the structure (SMILES): C=C[C@H]1OC(=O)O[C@H]1P(=N)(O)O.Fc1ccccc1.Fc1ccccc1. The value obtained for the HOMO-LUMO gap is 9.242 eV. Its net charge is 0. The HOMO energy comes out at -8.8 eV.